#i
Formula: C2H4NO2
Source: the OMol25 dataset
Level of theory: ωB97M-V/def2-TZVPD

For the LUMO energy, the calculation gives 4.38 eV.

ORCA input file:
```
! RIJCOSX wB97M-V def2-TZVPD def2/J DEFGRID3
* xyz -1 1
O 0.5165 -0.8994 -1.0916
C 1.1826 0.1809 -0.9396
N 0.9426 1.2582 -0.1446
C -1.5862 -0.6825 0.9105
O -2.1955 -1.6784 1.4003
H 2.0682 0.3813 -1.6530
H 1.8291 1.7450 0.0173
H -2.2554 0.1483 0.5602
H -0.5019 -0.4533 0.9405
*
```

=====

#ii
Formula: C2H4NO2
Source: the OMol25 dataset
Level of theory: ωB97M-V/def2-TZVPD

For the LUMO energy (spin up / spin down), the calculation gives 4.54 / 4.53 eV.

ORCA input file:
```
! RIJCOSX wB97M-V def2-TZVPD def2/J DEFGRID3
* xyz -1 1
C -1.2789 0.3931 0.1068
C -0.1655 -0.3229 -0.5067
N 2.0221 -0.5385 0.3306
O 2.6288 0.4516 -0.2047
O -1.2947 -0.9903 0.1347
H -1.3001 0.9060 0.9588
H -1.9464 0.8390 -0.5364
H -0.3242 -0.5336 -1.6398
H 1.6588 -0.2045 1.3567
*
```

=====

#iii
Formula: C2H4NO2
Source: the OMol25 dataset
Level of theory: ωB97M-V/def2-TZVPD

As for the structure (SMILES): NCC(=O)[O-]. For the LUMO energy, the calculation gives 4.72 eV.

ORCA input file:
```
! RIJCOSX wB97M-V def2-TZVPD def2/J DEFGRID3
* xyz -1 1
N 1.7550 -0.5043 0.0958
C 0.7951 0.5686 -0.1912
C -0.6887 0.1435 -0.0076
O -1.4973 0.5050 -0.8748
O -0.8921 -0.5629 1.0110
H 1.4247 -0.8611 0.9938
H 1.5804 -1.2641 -0.5531
H 0.9778 1.4023 0.5035
H 0.9735 1.0222 -1.1752
*
```

=====

Preferred: #iii; penalty for the next structure: 45.5 kcal/mol.

=====

#i
Formula: C2H5IS
Source: the OMol25 dataset
Level of theory: ωB97M-V/def2-TZVPD

As for the structure (SMILES): C[C@H](S)I. For the LUMO energy, the calculation gives -0.13 eV.

ORCA input file:
```
! RIJCOSX wB97M-V def2-TZVPD def2/J DEFGRID3
* xyz 0 1
C -0.6322 0.7295 0.0515
C 0.3139 -0.2979 -0.5122
S 0.1870 -1.9257 0.0951
I 2.4268 0.5646 -0.0139
H -1.6834 0.5269 -0.4207
H -0.9519 0.6039 1.1290
H -0.4227 1.6972 -0.0298
H 0.2172 -0.2083 -1.6560
H 0.5453 -1.6902 1.3570
*
```

=====

#ii
Formula: C2H5IS
Source: the OMol25 dataset
Level of theory: ωB97M-V/def2-TZVPD

As for the structure (SMILES): C[C@H](S)I. For the LUMO energy, the calculation gives -0.22 eV.

ORCA input file:
```
! RIJCOSX wB97M-V def2-TZVPD def2/J DEFGRID3
* xyz 0 1
C 0.8916 -0.3674 -0.0021
C -0.5752 -0.1271 0.1119
S -1.2392 0.9536 -1.0828
I -1.3138 0.1775 2.3777
H 0.9483 -0.6737 -1.0657
H 1.3795 0.6050 0.1078
H 1.2850 -1.1000 0.8760
H -1.2063 -1.0988 0.0199
H -0.1699 1.6310 -1.3427
*
```

=====

Preferred: #i; penalty for the next structure: 1.6 kcal/mol.

=====

#i
Formula: C3H13N5
Source: the OMol25 dataset
Level of theory: ωB97M-V/def2-TZVPD

As for the structure (SMILES): CN(N)[C@@H](N)C(N)N. For the LUMO energy, the calculation gives 0.99 eV.

ORCA input file:
```
! RIJCOSX wB97M-V def2-TZVPD def2/J DEFGRID3
* xyz 0 1
C 2.2540 -0.5319 -0.0927
N 1.1882 0.4458 -0.0251
N 1.5158 1.5316 -0.8659
C -0.3231 -0.3639 -0.5366
N -0.4686 -1.6895 -0.1671
C -1.0574 0.5842 0.3127
N -2.6415 0.2766 -0.1112
N -0.9221 0.3011 1.7228
H 2.1204 -1.2592 0.7074
H 3.2071 -0.0228 0.0622
H 2.2978 -1.0545 -1.0638
H 0.9735 2.3435 -0.5946
H 1.3391 1.3256 -1.8544
H -0.4317 -0.2080 -1.6155
H 0.0781 -2.3583 -0.6868
H -0.4169 -1.8331 0.8343
H -0.9868 1.6316 0.0013
H -3.2631 -0.1295 0.5849
H -2.7755 -0.3910 -0.8693
H -0.0161 0.6327 2.0364
H -1.6714 0.7689 2.2210
*
```

=====

#ii
Formula: C3H13N5
Source: the OMol25 dataset
Level of theory: ωB97M-V/def2-TZVPD

As for the structure (SMILES): [H]/N=C\N.CN(N)CN. For the LUMO energy, the calculation gives 0.95 eV.

ORCA input file:
```
! RIJCOSX wB97M-V def2-TZVPD def2/J DEFGRID3
* xyz 0 1
H -0.5906 -2.4396 -0.4270
N 0.1082 -2.4430 0.3158
C -0.2542 -1.6649 1.3168
N -1.5458 -1.1224 1.4623
H 0.2081 -1.8874 2.2783
H -2.0012 -0.9119 0.5856
H -2.0099 -1.2817 2.3429
C 0.0515 1.5875 -1.8261
N -0.1188 0.9440 -0.5310
N -0.6104 1.9187 0.4430
C 1.1020 0.3847 -0.0095
N 1.6413 -0.5903 -0.8464
H 0.6470 2.5085 -1.7554
H -0.9337 1.8168 -2.2367
H 0.5457 0.8804 -2.4868
H -1.4202 2.3577 0.0102
H -0.9705 1.3721 1.2252
H 0.6307 -0.2848 0.9612
H 1.8072 1.1456 0.3509
H 1.1002 -1.5422 -0.5722
H 2.6133 -0.7476 -0.6010
*
```

=====

Preferred: #i; penalty for the next structure: 9.1 kcal/mol.

=====

#i
Formula: CH5INP
Source: the OMol25 dataset
Level of theory: ωB97M-V/def2-TZVPD

For the LUMO energy, the calculation gives -0.25 eV.

ORCA input file:
```
! RIJCOSX wB97M-V def2-TZVPD def2/J DEFGRID3
* xyz 0 1
C 1.5891 0.8469 0.1632
N 1.9948 -0.2784 -0.5074
P 1.1018 -1.5166 -0.1485
I -5.4685 0.6554 -0.1786
H 2.4810 1.2086 0.7173
H 1.2316 1.6978 -0.3897
H 0.8977 0.5815 0.9636
H -5.6844 -0.8617 0.2714
H 1.8570 -2.3335 -0.8913
*
```

=====

#ii
Formula: CH5INP
Source: the OMol25 dataset
Level of theory: ωB97M-V/def2-TZVPD

As for the structure (SMILES): [H]/P=N/C.I. For the LUMO energy, the calculation gives -0.16 eV.

ORCA input file:
```
! RIJCOSX wB97M-V def2-TZVPD def2/J DEFGRID3
* xyz 0 1
H -0.7242 -2.7787 -0.9366
P -0.4851 -1.7852 0.0036
N -0.6719 -0.7249 -1.1061
C -0.8722 0.6356 -0.6091
H -0.0328 1.3121 -0.7497
H -1.7195 0.9780 -1.0676
H -1.1122 0.6780 0.4381
I 3.0855 0.1733 2.2880
H 2.5325 1.5118 1.7394
*
```

=====

Preferred: #ii; penalty for the next structure: 1.2 kcal/mol.

=====

#i
Formula: C3H5N2O2S
Source: the OMol25 dataset
Level of theory: ωB97M-V/def2-TZVPD

For the LUMO energy, the calculation gives -5.46 eV.

ORCA input file:
```
! RIJCOSX wB97M-V def2-TZVPD def2/J DEFGRID3
* xyz 1 1
C -0.1178 0.2819 -0.3418
C 1.2137 -1.9072 0.4366
C 0.5813 1.6069 -0.2204
N -1.3827 0.1805 0.0568
N 0.7083 -0.9049 -0.1179
O -3.5990 -0.1081 0.9833
O 0.3846 -0.6062 -1.3860
S -2.9002 0.2947 -0.1787
H 1.5482 -2.7556 -0.1512
H 1.3318 -1.9018 1.5108
H 0.2354 2.2597 -1.0197
H 1.6592 1.4996 -0.3076
H 0.3374 2.0605 0.7358
*
```

=====

#ii
Formula: C3H5N2O2S
Source: the OMol25 dataset
Level of theory: ωB97M-V/def2-TZVPD

For the LUMO energy (spin up / spin down), the calculation gives -5.85 / -5.77 eV.

ORCA input file:
```
! RIJCOSX wB97M-V def2-TZVPD def2/J DEFGRID3
* xyz 1 1
C 0.2266 -0.0791 0.8554
C -0.8224 1.7170 -0.3959
C 0.0023 -2.3005 -0.4170
N -0.0015 1.1776 0.3713
N 0.2752 -1.3179 0.4974
O -0.6832 1.5182 -2.8632
O 0.8282 1.9555 1.2215
S -1.6017 1.7902 -1.8005
H 0.4346 0.0737 1.9479
H 0.3205 -3.2990 -0.1642
H -0.4366 -2.2031 -1.4035
H 0.5639 -1.9377 1.2810
H 0.8941 2.9051 0.8699
*
```

=====

#iii
Formula: C3H5N2O2S
Source: the OMol25 dataset
Level of theory: ωB97M-V/def2-TZVPD

As for the structure (SMILES): [NH2+]=C1N=CCS1(=O)=O. For the LUMO energy, the calculation gives -5.90 eV.

ORCA input file:
```
! RIJCOSX wB97M-V def2-TZVPD def2/J DEFGRID3
* xyz 1 1
N 1.7902 1.0663 1.0041
C 0.8279 0.5278 0.3915
N 0.5355 0.9102 -1.0766
C -0.4314 0.2410 -1.5430
C -1.3512 -0.5853 -0.6780
S -0.4365 -0.7878 0.9312
O -1.1518 -0.3058 2.0551
O 0.2044 -2.0247 0.8794
H 2.2163 1.7696 0.4084
H 1.8768 0.6536 1.9189
H -0.4014 0.3802 -2.6287
H -2.2368 -0.1431 -0.5450
H -1.4420 -1.7021 -1.1175
*
```

=====

Preferred: #iii; penalty for the next structure: 34.2 kcal/mol.

=====

#i
Formula: C6H11O
Source: the OMol25 dataset
Level of theory: ωB97M-V/def2-TZVPD

For the LUMO energy, the calculation gives 3.10 eV.

ORCA input file:
```
! RIJCOSX wB97M-V def2-TZVPD def2/J DEFGRID3
* xyz -1 1
C -2.0000 0.8771 -0.0951
O -2.7737 1.9547 -0.3463
C -0.6477 0.8973 -0.8739
C -0.1088 -0.5827 -0.9854
C 1.3113 -0.7494 -0.3355
C 1.6201 -1.6173 0.6932
C 2.6519 -1.1138 1.6675
H -2.4933 -0.1001 -0.3031
H -1.6402 0.8395 0.9767
H -0.7884 1.5201 -1.7918
H 0.0644 1.4722 -0.2609
H -0.8656 -1.2747 -0.5766
H -0.0274 -0.9403 -2.0311
H 1.7540 0.2624 -0.5074
H 0.3056 -0.5989 1.1911
H 2.4258 -1.0408 2.7474
H 3.1285 -0.2012 1.3126
H 3.3642 -1.8435 1.5888
*
```

=====

#ii
Formula: C6H11O
Source: the OMol25 dataset
Level of theory: ωB97M-V/def2-TZVPD

As for the structure (SMILES): C=CCCCC[O-]. For the LUMO energy, the calculation gives 3.86 eV.

ORCA input file:
```
! RIJCOSX wB97M-V def2-TZVPD def2/J DEFGRID3
* xyz -1 1
C 0.6468 2.4561 0.4122
C 0.1005 1.4917 1.2440
C 0.3099 -0.0045 1.2656
C 0.8586 -0.6132 0.0243
C -0.2869 -0.7068 -1.1994
C -1.5289 -1.6752 -0.9837
O -2.0874 -1.7064 0.2597
H 0.4887 2.6503 -0.6633
H 1.3876 3.0897 0.9041
H 0.2314 1.8025 2.2874
H 1.0692 -0.2001 1.9606
H -0.8023 -0.2831 1.2314
H 1.4685 0.1331 -0.4562
H 1.5059 -1.5122 0.0478
H -0.6834 0.3904 -1.3139
H 0.3929 -1.1206 -1.9610
H -0.9105 -2.5992 -1.1938
H -2.1607 -1.5925 -1.8655
*
```

=====

#iii
Formula: C6H11O
Source: the OMol25 dataset
Level of theory: ωB97M-V/def2-TZVPD

For the LUMO energy, the calculation gives 2.61 eV.

ORCA input file:
```
! RIJCOSX wB97M-V def2-TZVPD def2/J DEFGRID3
* xyz -1 1
C 0.4794 1.3441 3.5011
O 1.5258 2.2263 3.1926
C 0.2774 0.7460 2.1411
C -1.7477 -0.7733 -1.7978
C -0.5392 -1.3443 -1.9585
C 0.5637 -1.8812 -1.3313
C -0.4982 -0.3318 -3.1078
H -0.3172 1.9328 3.9000
H 0.7699 0.4758 4.2093
H 1.2069 0.1760 1.8753
H 0.2350 1.6809 1.4861
H -2.0157 0.1831 -1.4418
H -0.6435 0.0934 2.0333
H 1.5084 -1.7015 -1.9285
H 0.3140 -2.5201 -0.4188
H -1.2302 -0.5497 -3.9410
H 0.5338 -0.4413 -3.5772
H -0.4228 0.6848 -2.8362
*
```

=====

Preferred: #ii; penalty for the next structure: 48.5 kcal/mol.